Density functional theory data (wB97M-V/def2-TZVPD) for a structure of composition C11H5AuCl5 at a distorted geometry.

```
22
Properties=species:S:1:pos:R:3:forces:R:3
Au -0.5067 -0.4772 0.4921 0.050 0.054 0.215
C -1.8386 1.2310 2.6264 0.993 0.449 0.983
C -1.1502 0.7141 3.7047 -0.259 0.749 0.042
C -1.0748 -0.6755 3.5463 -0.075 0.126 -0.430
C -1.7395 -1.0563 2.3189 -0.262 -0.035 -0.766
C -2.2292 0.1337 1.7367 0.083 -1.436 -0.796
H -2.0561 2.2727 2.4447 0.064 0.058 -0.038
H -0.7286 1.2804 4.5197 0.024 -0.009 -0.037
H -0.6023 -1.3637 4.2313 0.027 -0.057 0.054
H -2.0968 -2.0538 2.1063 0.039 0.015 0.038
H -3.0584 0.1994 1.0461 -0.031 -0.007 0.028
Cl -1.6707 -0.0879 -2.6152 -0.668 -0.033 0.051
C 0.0208 -0.0980 -2.4892 0.795 -0.091 0.438
C 0.6171 -0.1689 -1.1968 -1.024 0.213 -0.408
C 2.0018 -0.0444 -1.1178 0.201 0.067 -0.576
Cl 2.7615 -0.0420 0.4190 0.025 0.007 0.343
C 2.7873 0.0333 -2.2664 -0.845 -0.120 -0.555
Cl 4.4725 0.1030 -2.1482 0.499 0.032 -0.025
C 2.1636 0.0234 -3.5522 0.518 0.040 0.983
Cl 3.1187 0.0886 -4.9478 0.165 0.021 -0.111
C 0.7781 -0.0271 -3.6638 -0.248 -0.030 0.667
Cl 0.0305 0.0153 -5.1947 -0.071 -0.013 -0.097
```
Positions in Å, forces in eV/Å.

Output
Charge: +1
HOMO energy (spin up / spin down) (eV): -11.84 / -11.84
HOMO-LUMO gap (spin up / spin down) (eV): 3.835 / 3.834


Density functional theory data (wB97M-V/def2-TZVPD) for a cluster of 3 separate species, C3H10O2 in total at a distorted geometry.

```
15
Properties=species:S:1:pos:R:3:forces:R:3
C -1.1241 -0.2571 1.3896 -2.260 0.320 -4.942
O 1.4351 0.6256 1.2766 -2.060 -0.033 1.735
C -0.8179 -0.3806 -0.0673 1.338 -0.256 -1.904
C -1.9362 -0.1133 -1.1868 0.070 -0.002 0.784
H -1.9226 0.4847 1.5713 1.269 0.441 0.703
H -1.3663 -1.2053 1.7631 0.826 -1.220 1.770
H 0.4209 0.3312 1.4431 2.984 0.854 -0.466
H -0.4023 -1.3569 -0.4017 0.015 0.416 1.109
H 0.0604 0.3318 -0.4139 -1.460 -0.830 0.216
H -2.7884 -0.8218 -1.0824 0.636 0.531 -0.081
H -1.5124 -0.1491 -2.2157 0.080 -0.336 0.970
H -2.2554 0.8984 -1.0475 -0.689 0.606 -0.024
H 2.9626 -0.0298 -1.6110 -0.428 -0.008 0.083
H 1.7672 0.4124 0.3478 -0.106 -0.856 -0.978
O 2.1031 0.0756 -1.1723 -0.215 0.373 1.025
```
Positions in Å, forces in eV/Å.

Output
HOMO energy (eV): -8.84
HOMO-LUMO gap (eV): 4.665


Density functional theory data (wB97M-V/def2-TZVPD) for a cluster of 16 separate species, C41H101Br16F3O30P7 in total at a distorted geometry.

```
198
Properties=species:S:1:pos:R:3:forces:R:3
C 19.0332 14.5754 17.6982 -3.133 -3.121 -2.824
O 17.8697 15.0428 18.4842 0.836 0.696 0.419
O 18.5189 13.9768 16.5297 1.406 1.648 1.564
C 20.1538 15.6117 17.4974 -1.583 -1.484 0.592
F 19.7801 16.7600 16.9621 -0.107 1.071 -0.241
F 20.7494 15.8167 18.6652 0.425 1.053 1.211
F 21.1073 15.0881 16.7372 0.619 -0.265 -1.113
C 17.3413 14.1191 19.4309 0.719 -0.609 -0.205
C 16.0652 14.6397 20.0381 -0.172 0.349 -0.558
H 15.1928 14.5407 19.3922 0.079 -0.096 -0.346
H 15.8060 14.1045 20.9516 0.225 0.330 0.267
H 16.2144 15.7129 20.1565 -0.271 -0.072 0.659
H 18.0701 13.8822 20.2060 0.348 0.536 0.430
H 17.1796 13.1157 19.0372 -0.162 -0.138 -0.901
H 19.5274 13.7809 18.2574 0.307 -0.039 0.802
C 23.0477 15.1325 22.2252 -1.055 1.612 -0.302
O 24.1597 14.4207 21.7181 0.437 -1.344 -1.865
P 24.1808 14.0529 20.1456 -0.860 -1.204 -0.123
O 25.3411 13.2460 19.6578 -1.314 1.405 0.879
O 22.7348 13.2788 19.8643 1.510 1.247 0.628
C 22.5739 12.6543 18.5949 -0.161 -1.129 -0.563
O 23.9347 15.4731 19.3957 0.656 -1.762 -0.114
C 24.3374 15.4301 17.9834 -0.188 1.648 0.437
H 22.1794 15.0104 21.5777 -0.117 -0.155 0.104
H 23.3065 16.1906 22.1860 -0.080 0.100 0.150
H 22.7478 14.9104 23.2494 0.560 -0.618 -0.118
H 22.6290 11.5764 18.7475 0.178 -0.054 -0.032
H 23.3075 12.9067 17.8293 0.281 0.192 0.331
H 21.6054 12.8356 18.1287 -0.191 0.484 0.507
H 24.9256 16.3471 17.9481 0.408 -0.270 -0.627
H 23.4735 15.5859 17.3372 -0.210 -0.255 0.243
H 24.8967 14.5493 17.6678 0.010 0.162 0.477
C 17.6992 15.7016 24.5013 0.549 -0.783 -0.192
O 16.5687 16.0783 25.3109 -1.868 0.715 -1.446
P 15.0765 16.2358 24.6188 -0.063 -1.445 1.422
O 13.9969 16.0552 25.6528 1.808 0.523 -2.024
O 15.0805 17.6291 23.8089 1.066 -2.222 1.046
C 13.9521 18.1073 23.0924 0.116 1.237 -0.172
O 15.0742 15.0707 23.4391 0.162 1.371 0.069
C 15.4633 13.7270 23.7274 -0.139 -0.594 0.969
H 17.4913 15.5486 23.4422 -0.359 0.445 0.017
H 18.0339 14.7213 24.8404 0.085 0.136 0.277
H 18.5318 16.3999 24.5856 -0.340 0.151 0.187
H 13.8584 19.1347 23.4442 -0.639 -0.062 0.155
H 13.0445 17.5222 23.2406 0.178 0.079 -0.017
H 14.2392 18.2308 22.0482 -0.190 -0.541 -0.063
H 16.3671 13.3278 23.2671 0.497 1.035 -0.348
H 14.7298 12.9916 23.3969 -0.483 0.536 0.178
H 15.5950 13.6647 24.8076 -0.083 -0.467 0.064
C 18.1680 10.8594 25.0098 -1.167 0.010 1.087
O 19.5435 10.8411 24.7049 0.713 0.064 -0.895
P 20.3626 12.1904 24.5525 -1.519 2.219 0.913
O 21.8008 12.0850 24.6910 0.423 -0.500 0.269
O 19.9042 12.8506 23.1478 -0.316 0.728 2.761
C 20.0172 12.0437 22.0119 -0.057 -0.808 -1.178
O 19.6116 13.1812 25.7132 1.058 -0.613 -2.323
C 19.9698 13.0858 27.0842 0.261 -0.969 0.657
H 17.6732 11.8282 24.9402 0.473 0.301 -0.046
H 18.1365 10.5470 26.0535 -0.515 -0.072 0.006
H 17.5312 10.2103 24.4088 0.720 -0.402 -0.220
H 20.6435 11.1777 22.2262 0.038 -0.077 -0.328
H 20.4365 12.6185 21.1861 0.227 0.062 0.200
H 19.0248 11.7227 21.6952 -0.066 -0.205 0.057
H 19.0812 12.7971 27.6454 -0.083 -0.027 -0.036
H 20.3748 13.9731 27.5708 -0.166 0.534 -0.786
H 20.7368 12.3309 27.2572 -0.008 -0.222 -0.169
C 18.8494 20.4735 13.0142 0.995 1.091 1.706
O 18.7316 19.2939 12.2879 -1.783 -1.666 -0.818
P 17.3064 18.4560 12.1697 -0.849 0.462 0.376
O 16.0678 19.1969 12.5840 2.346 -1.238 -0.427
O 17.1932 17.9585 10.6212 0.214 0.515 2.836
C 18.3025 17.2486 10.1110 0.876 -0.313 -1.339
O 17.7007 17.0789 12.9630 -0.542 1.057 -0.988
C 17.6595 17.0230 14.3826 -0.301 -0.558 1.712
H 18.1348 20.6292 13.8224 -1.000 0.069 -0.767
H 19.0408 21.3456 12.3890 -0.635 -0.041 -0.204
H 19.7222 20.4336 13.6661 0.709 -0.541 -0.378
H 19.1712 17.1657 10.7642 -0.150 0.346 0.240
H 18.5742 17.8068 9.2151 0.361 -0.220 -0.068
H 18.0621 16.2224 9.8332 -0.436 0.178 0.102
H 17.2658 17.9061 14.8858 0.308 0.268 -0.565
H 18.5744 16.6850 14.8693 0.733 0.626 -0.704
H 17.0439 16.2225 14.7929 -0.739 -0.276 -0.855
C 23.1177 11.3383 14.4565 -0.326 0.196 0.013
O 24.3735 10.6523 14.2483 0.556 0.375 1.057
P 25.0707 9.9138 15.5266 -2.329 -0.484 -0.709
O 24.1882 8.7826 15.9582 2.040 1.452 -0.275
O 26.5581 9.6629 14.9478 -0.630 -0.332 0.558
C 26.7758 8.9302 13.7321 -0.825 0.525 -1.607
O 25.1799 11.0646 16.6340 1.170 -1.787 -0.186
C 26.1508 12.1039 16.6845 -0.689 2.061 -0.237
H 22.6831 11.3086 15.4557 0.226 -1.044 0.217
H 22.4198 10.9294 13.7258 -0.049 0.201 0.168
H 23.1896 12.4217 14.3609 0.597 -0.043 -0.772
H 25.9812 9.1231 13.0113 -0.511 0.161 0.277
H 26.8182 7.8412 13.7506 0.304 0.104 1.015
H 27.6124 9.3501 13.1735 0.494 -0.079 0.755
H 26.9802 12.1237 15.9775 -0.206 -0.832 -0.171
H 26.5214 12.3657 17.6755 -0.163 -1.011 0.267
H 25.5265 12.9671 16.4537 0.304 0.444 -0.312
C 21.4799 22.6527 15.1828 1.180 1.039 -1.003
O 22.3443 21.5667 14.8307 1.346 -1.295 0.356
P 23.5894 21.2193 15.8058 -0.733 -0.699 1.142
O 24.4753 22.3612 16.1775 -1.082 -1.875 -0.708
O 22.8378 20.5949 17.1194 0.539 0.964 -0.128
C 21.9384 19.4834 17.0489 0.105 -0.180 -1.318
O 24.2061 19.8389 15.1494 0.224 1.134 0.298
C 25.2698 19.2104 15.9330 0.181 0.873 0.663
H 21.4875 22.8508 16.2546 -0.691 -0.348 -0.051
H 20.5524 22.5336 14.6226 -0.243 -0.434 0.810
H 21.9316 23.5236 14.7079 0.031 0.333 0.198
H 21.4444 19.4697 16.0774 -0.218 0.143 -0.084
H 21.1620 19.5220 17.8128 0.442 0.190 0.142
H 22.5102 18.5554 17.0589 -0.034 -0.099 0.487
H 25.8112 20.0099 16.4389 0.033 -0.077 0.239
H 26.0392 18.6586 15.3930 -0.601 0.215 -0.958
H 24.8888 18.5136 16.6795 -0.460 0.192 -0.040
C 18.4977 19.4830 24.3070 -0.037 -0.482 0.682
O 19.0566 19.6316 23.0087 2.109 -0.007 -0.738
P 20.1141 18.5026 22.4615 -3.333 -0.994 -0.597
O 21.1741 17.9692 23.3115 0.137 0.581 -0.020
O 19.0000 17.3378 22.1738 0.989 0.960 -0.068
C 17.8148 17.6571 21.4228 -0.065 -0.857 -0.489
O 20.5022 19.0285 20.9988 -3.545 -0.787 2.900
C 21.7794 18.9944 20.5429 2.106 0.919 -1.171
H 19.0262 18.7579 24.9259 0.183 -0.249 -0.232
H 17.4678 19.1393 24.2096 -0.070 0.198 0.030
H 18.5743 20.4085 24.8775 -0.206 0.224 -0.434
H 17.7460 16.8921 20.6494 0.097 0.020 -0.100
H 17.8010 18.6202 20.9125 0.294 0.181 0.393
H 16.9278 17.5413 22.0457 0.093 0.254 0.242
H 22.5143 18.7426 21.3075 -0.004 0.138 0.027
H 21.8404 20.0308 20.2110 1.397 -0.116 -0.467
H 21.8762 18.2957 19.7119 0.000 -0.008 0.000
Br 12.1928 12.3231 24.1558 -0.712 0.554 -0.270
C 11.3613 13.6097 22.9184 -0.356 -0.141 -1.438
C 10.0079 14.1213 23.3029 -1.181 0.272 1.496
Br 9.3506 15.5988 22.1240 0.389 -0.892 0.747
H 11.1412 13.0751 21.9943 0.745 -0.273 -0.054
H 12.0551 14.4147 22.6759 0.122 -0.167 0.446
H 9.9410 14.4379 24.3438 0.364 0.748 -0.168
H 9.2041 13.3852 23.2910 0.311 -0.258 -0.628
Br 12.4164 16.5753 20.4845 -1.023 0.723 -1.350
C 11.0550 17.7289 19.4948 0.070 0.386 0.968
C 11.0333 19.1420 20.0846 0.856 -0.795 0.791
Br 10.6331 19.1508 22.0608 -0.126 0.143 -1.179
H 10.0522 17.3071 19.5623 0.326 -0.523 0.219
H 11.3262 17.8004 18.4415 0.351 -0.239 0.143
H 10.3164 19.7691 19.5547 0.036 -0.002 0.280
H 12.0484 19.5387 20.0710 -0.260 0.274 -0.208
Br 18.1774 13.7168 11.1651 0.098 -0.003 1.106
C 18.1719 13.5627 13.1850 -0.587 0.072 -0.876
C 17.5941 12.2414 13.5772 0.077 -0.253 0.462
Br 18.8167 10.7003 13.1370 -0.937 0.944 0.551
H 17.4778 14.3175 13.5547 0.078 0.164 -0.277
H 19.1579 13.7938 13.5882 -0.054 -0.297 -0.275
H 16.5836 12.0223 13.2323 0.460 -0.076 -1.007
H 17.3626 12.3416 14.6376 1.020 -0.465 0.541
Br 22.2762 18.5991 12.9883 -0.558 -0.688 0.161
C 21.5636 16.7710 13.2307 0.129 -0.608 -0.652
C 22.5678 15.8406 12.5589 -0.424 -0.284 0.363
Br 21.8054 14.0224 12.2372 0.184 0.738 0.232
H 20.6161 16.6279 12.7113 -0.132 0.653 0.181
H 21.4454 16.5592 14.2934 0.033 0.203 -0.109
H 23.4095 15.6841 13.2336 0.214 0.055 -0.586
H 22.7922 16.2101 11.5583 0.368 -0.150 0.332
Br 18.3942 9.3135 19.0631 0.377 0.414 0.016
C 18.4054 10.0881 17.2367 -0.876 -0.857 1.078
C 16.9692 10.0185 16.6919 1.331 0.505 0.127
Br 16.1439 8.2374 16.8588 0.199 0.813 -0.555
H 19.1314 9.4583 16.7225 -0.249 0.327 -0.243
H 18.7201 11.1242 17.3619 0.008 -0.032 -0.302
H 17.1017 10.3812 15.6726 -0.575 -0.704 -0.296
H 16.3162 10.7397 17.1834 0.055 -0.290 0.192
Br 16.8246 19.8030 16.5513 0.296 0.295 0.074
C 16.8016 18.3173 17.8076 -0.759 0.265 0.266
C 15.4171 18.2662 18.4216 -0.066 0.290 0.150
Br 15.0557 19.9177 19.5798 0.118 -1.342 -0.790
H 17.5724 18.4605 18.5649 0.084 -0.129 -0.385
H 16.9264 17.4279 17.1900 0.285 -0.123 0.325
H 15.2493 17.3792 19.0324 0.238 0.263 0.325
H 14.6830 18.2071 17.6181 -0.180 0.554 0.242
Br 14.4530 11.1796 14.7992 -0.245 0.293 0.148
C 14.2096 13.1276 14.9666 -0.075 0.176 -0.961
C 14.7591 13.6084 16.2684 -0.176 0.095 0.145
Br 14.4011 15.5383 16.5574 -0.198 -0.586 -0.253
H 13.1306 13.2708 14.9084 0.190 0.090 -0.092
H 14.7111 13.5547 14.0983 -0.172 0.023 0.030
H 15.8464 13.5764 16.3371 0.012 -0.364 0.266
H 14.1730 13.0474 16.9964 0.753 0.449 0.505
Br 12.9538 12.1597 19.0198 0.747 -0.807 0.662
C 14.5374 11.2059 19.7863 -0.214 -0.871 0.520
C 14.2611 10.5925 21.1471 0.251 0.962 1.004
Br 16.1386 10.2775 21.8501 -1.260 -0.099 -0.024
H 15.3802 11.8934 19.8585 -0.433 0.171 -0.278
H 14.8315 10.2990 19.2580 -0.150 0.591 -1.200
H 13.6714 9.6765 21.1842 0.506 -0.156 -0.415
H 13.7712 11.2572 21.8586 0.346 0.199 -0.005
```
Positions in Å, forces in eV/Å.

Output
Charge: -1
HOMO energy (eV): -5.80
HOMO-LUMO gap (eV): 7.194


Density functional theory data (wB97M-V/def2-TZVPD) for a cluster of 2 separate species, C4H14NO in total at a distorted geometry.

```
20
Properties=species:S:1:pos:R:3:forces:R:3
C -0.7301 -0.6694 -0.1532 0.620 -0.079 0.920
C -1.4069 0.6370 0.2780 -0.393 -0.011 -1.316
C -2.7949 0.3601 0.8557 -0.407 0.016 0.175
C -0.5421 1.5431 1.1371 -0.753 -0.410 1.007
N 0.5994 -0.4543 -0.8567 -0.416 1.439 0.397
H -0.5093 -1.2228 0.7603 0.131 -0.206 -0.071
H -1.2882 -1.3476 -0.7906 -0.429 0.393 -0.144
H -1.5952 1.1898 -0.6492 0.117 -0.003 -0.087
H -2.8001 0.2539 1.9413 0.157 -0.270 0.014
H -3.5170 1.1528 0.6445 0.328 0.255 -0.027
H -3.2557 -0.5162 0.3968 0.173 -0.198 0.134
H -1.1166 2.4568 1.3182 0.487 0.325 -0.454
H 0.4512 1.6743 0.7203 -0.021 0.524 -0.051
H -0.4279 1.1638 2.1605 0.170 -0.399 -0.188
H 1.4042 -0.5025 -0.1728 -0.115 -0.340 -0.754
H 0.6561 -1.0135 -1.7408 0.429 -0.849 0.031
H 0.6229 0.5054 -1.2978 0.014 -0.207 0.375
H 4.3510 -1.9037 -0.7078 -0.341 0.232 0.030
H 4.4407 -0.7191 -1.6206 0.348 0.541 -0.662
O 3.8682 -1.1020 -0.9687 -0.099 -0.754 0.673
```
Positions in Å, forces in eV/Å.

Output
Multiplicity: 2
<S²>: 0.751
HOMO energy (spin up / spin down) (eV): -3.27 / -11.55
HOMO-LUMO gap (spin up / spin down) (eV): 4.333 / 12.288


| no. | electronic energy (eV) |
| --- | --- |
| 1 | -77781.95164 |
| 2 | -7360.65077 |
| 3 | -1299449.26543 |
| 4 | -7909.37358 |